[1]
{"formula": "C29H37B2F4GeMnN4O4Se2", "method": "ωB97M-V/def2-TZVPD", "homo_energy_ev": [-12.3, -12.3], "gap_ha": [0.1985, 0.0905], "charge": 2, "multiplicity": 5, "de_lowest_kj_mol": 137.2, "e_lumo_ev": [-6.88, -9.82], "species": ["Mn", "C", "C", "N", "O", "B", "F", "F", "O", "N", "C", "C", "C", "N", "O", "B", "F", "F", "O", "N", "C", "C", "C", "H", "H", "H", "H", "H", "H", "H", "H", "H", "H", "H", "H", "C", "Se", "C", "C", "Se", "C", "H", "H", "H", "H", "H", "H", "H", "H", "H", "H", "C", "Ge", "C", "C", "C", "C", "C", "C", "C", "C", "C", "C", "C", "C", "C", "C", "C", "C", "H", "H", "H", "H", "H", "H", "H", "H", "H", "H", "H", "H", "H", "H", "H"], "xyz": [[-0.05886, 0.16828, -0.47297], [-3.08085, -0.50821, 2.59224], [-2.21113, -0.45576, 1.38371], [-0.94933, -0.18649, 1.42238], [-0.43374, 0.11065, 2.61923], [1.05553, -0.13371, 2.71876], [1.23797, -1.52960, 2.61523], [1.47406, 0.35396, 3.90526], [1.82198, 0.52096, 1.57667], [1.06101, 1.23048, 0.70666], [0.71006, 2.44461, 0.96377], [1.24652, 3.24353, 2.09196], [-0.38422, 2.92008, 0.08994], [-0.85921, 1.98558, -0.67290], [-1.97292, 2.25658, -1.36450], [-2.29021, 1.39972, -2.57396], [-3.56066, 1.69719, -2.92488], [-1.34811, 1.57410, -3.55554], [-2.24517, -0.12147, -2.19881], [-1.87086, -0.36144, -0.93058], [-2.76062, -0.50595, -0.00827], [-4.21759, -0.54404, -0.27949], [-0.97179, 4.28079, 0.17908], [-2.50643, -0.84094, 3.45487], [-3.94956, -1.14475, 2.42844], [-3.44923, 0.49316, 2.82986], [1.93168, 2.65428, 2.69324], [0.42702, 3.59915, 2.71943], [1.76407, 4.12504, 1.70577], [-4.40765, -0.50355, -1.34711], [-4.69391, 0.31669, 0.19823], [-4.67367, -1.43917, 0.14796], [-0.19765, 5.02032, 0.37731], [-1.69530, 4.32009, 0.99795], [-1.49928, 4.52658, -0.73889], [2.90295, -1.94865, -0.12583], [1.29105, -1.88848, -1.21467], [0.46550, -3.57629, -0.63411], [0.43438, -3.84944, 0.86449], [-1.33049, -3.78570, 1.64182], [-0.82211, -4.06349, 3.47131], [3.60538, -2.60585, -0.63062], [2.67585, -2.28103, 0.88141], [3.29100, -0.93583, -0.08121], [1.09647, -4.32050, -1.11907], [-0.50971, -3.62611, -1.11919], [1.03767, -3.17169, 1.47514], [0.74548, -4.87368, 1.10149], [-0.13260, -3.26153, 3.74432], [-1.72373, -4.05026, 4.07708], [-0.32335, -5.03161, 3.53400], [1.10176, 3.12241, -2.95444], [1.52888, 1.26267, -2.58679], [3.33597, 1.07975, -1.89214], [3.86922, 2.05199, -1.04339], [5.17197, 1.94361, -0.57842], [5.96124, 0.87167, -0.97442], [5.45496, -0.08127, -1.84376], [4.14660, 0.02127, -2.30266], [1.28431, 0.14715, -4.16979], [0.27548, -0.78667, -4.27680], [0.09894, -1.54464, -5.44497], [0.93777, -1.36132, -6.51128], [1.96609, -0.39386, -6.46392], [2.80348, -0.17385, -7.58108], [3.77606, 0.79126, -7.55180], [3.94510, 1.57993, -6.40280], [3.15160, 1.38248, -5.30092], [2.14487, 0.38400, -5.28864], [2.01565, 3.71649, -2.91386], [0.36297, 3.55415, -2.28747], [0.69655, 3.14069, -3.96454], [3.27237, 2.91294, -0.76077], [5.57981, 2.70172, 0.07743], [6.98091, 0.79336, -0.62135], [6.08253, -0.89842, -2.17587], [3.76548, -0.71200, -3.00524], [-0.43312, -0.92908, -3.46900], [-0.71084, -2.26024, -5.50197], [0.80885, -1.93851, -7.41879], [2.65298, -0.77801, -8.46733], [4.40752, 0.95504, -8.41432], [4.70597, 2.34879, -6.39068], [3.30478, 2.00414, -4.42697]], "forces_ev_per_angstrom": [[0.0, 0.1, 0.0], [0.0, 0.0, -0.1], [0.0, 0.1, -0.2], [-0.4, -0.3, 0.2], [0.2, 0.0, 0.1], [0.0, 0.0, 0.1], [0.1, 0.0, -0.1], [0.0, 0.0, 0.0], [-0.1, 0.0, 0.0], [0.2, -0.1, 0.0], [0.0, 0.0, 0.0], [0.0, 0.0, 0.0], [0.0, -0.2, 0.0], [0.0, 0.2, -0.1], [0.1, -0.1, 0.1], [-0.1, -0.1, -0.3], [0.0, 0.0, 0.1], [0.0, 0.1, 0.2], [0.1, 0.0, 0.1], [-0.3, -0.1, 0.0], [0.1, 0.0, 0.1], [0.0, 0.0, 0.0], [0.1, 0.0, 0.0], [0.0, 0.0, 0.0], [0.0, 0.0, 0.0], [0.0, 0.0, 0.0], [0.0, 0.0, 0.0], [0.0, 0.0, 0.0], [0.0, 0.0, 0.0], [0.0, 0.0, 0.0], [0.0, 0.0, 0.0], [0.0, 0.0, 0.0], [0.0, 0.0, 0.0], [0.0, 0.0, 0.0], [0.0, 0.0, 0.0], [0.0, 0.0, 0.2], [0.1, 0.1, 0.0], [0.2, 0.0, 0.0], [-0.1, -0.2, 0.0], [0.0, 0.2, 0.1], [0.0, 0.0, 0.0], [0.0, 0.0, 0.0], [0.0, 0.0, 0.0], [0.0, 0.0, 0.0], [-0.1, 0.0, 0.0], [0.0, 0.0, 0.0], [-0.1, -0.1, -0.1], [0.1, 0.0, -0.1], [0.0, 0.0, 0.0], [0.0, 0.0, 0.0], [0.0, 0.0, 0.0], [-0.1, 0.1, 0.2], [0.5, 0.1, -0.7], [-0.2, 0.0, 0.1], [0.0, -0.1, 0.1], [-0.1, 0.1, 0.0], [0.0, 0.0, 0.0], [-0.1, -0.1, -0.2], [0.1, 0.0, 0.0], [-0.4, -0.4, 0.1], [0.3, 0.3, 0.1], [0.1, -0.1, -0.3], [-0.2, -0.1, 0.2], [0.0, 0.0, 0.1], [0.3, 0.2, -0.1], [-0.2, -0.3, -0.2], [-0.1, 0.1, 0.4], [0.2, 0.0, -0.2], [0.0, 0.1, 0.1], [0.0, 0.0, 0.0], [0.0, 0.1, -0.1], [0.0, 0.0, 0.0], [0.0, 0.0, 0.1], [0.0, 0.0, 0.0], [0.0, 0.0, 0.0], [0.0, 0.0, 0.0], [0.0, 0.0, 0.0], [0.0, 0.0, 0.0], [0.0, 0.0, 0.0], [0.0, 0.0, 0.0], [0.0, 0.0, 0.0], [0.0, 0.0, 0.0], [0.0, 0.0, 0.0], [0.1, 0.0, 0.0]]}



[2]
{"formula": "C2H2N2O3", "method": "ωB97M-V/def2-TZVPD", "homo_energy_ev": -10.9, "gap_ha": 0.3792, "de_lowest_kj_mol": 327.5, "smiles": "O=c1ncn(O)o1", "e_lumo_ev": -0.59, "species": ["O", "C", "N", "C", "N", "O", "O", "H", "H"], "xyz": [[-1.70077, 1.63474, -1.36128], [-1.13674, 0.80958, -0.69239], [-1.43861, -0.43057, -0.22312], [-0.44394, -0.83975, 0.40387], [0.58360, 0.19474, 0.69177], [1.69410, -0.57915, 0.07683], [0.10442, 1.19100, -0.14310], [-0.23299, -1.80831, 0.78091], [2.57093, -0.17228, 0.46653]], "forces_ev_per_angstrom": [[0.2, -1.8, 0.7], [0.3, 3.7, -0.6], [-1.3, -1.7, -0.8], [1.1, 1.2, 1.7], [-0.6, -2.7, -1.3], [2.0, 2.3, 1.1], [1.0, 0.6, -0.2], [-0.1, -0.7, 0.3], [-2.7, -0.9, -1.0]]}



[3]
{"formula": "C5H10O", "method": "ωB97M-V/def2-TZVPD", "homo_energy_ev": -9.8, "gap_ha": 0.3964, "de_lowest_kj_mol": 57.7, "smiles": "CC(C)CC=O", "e_lumo_ev": 1.01, "species": ["C", "C", "C", "C", "C", "O", "H", "H", "H", "H", "H", "H", "H", "H", "H", "H"], "xyz": [[1.51817, 0.10920, -0.30092], [0.14437, 0.18529, 0.40180], [-0.22465, 1.58598, 0.86884], [-0.96775, -0.44425, -0.42308], [-0.77079, -1.90611, -0.69695], [-1.36183, -2.51062, -1.55220], [1.53195, -0.61297, -1.12096], [2.28546, -0.17525, 0.41941], [1.79309, 1.09050, -0.68529], [0.21845, -0.46774, 1.27306], [-0.73299, 1.58733, 1.84309], [0.66591, 2.19794, 1.04802], [-0.89035, 2.10050, 0.18120], [-1.26266, 0.07073, -1.34622], [-1.90960, -0.37589, 0.14012], [-0.03678, -2.43465, -0.04991]], "forces_ev_per_angstrom": [[-0.2, 0.2, 0.2], [0.2, -0.5, -0.2], [0.1, 0.3, 0.8], [-0.8, 0.3, 0.1], [0.0, 0.0, -0.2], [0.0, -0.1, 0.0], [0.0, 0.1, 0.1], [0.1, 0.0, -0.1], [0.0, 0.0, -0.2], [0.0, 0.1, 0.2], [-0.1, -0.2, -0.3], [-0.1, 0.0, -0.3], [0.1, 0.1, -0.3], [0.6, 0.0, -0.1], [0.1, -0.2, 0.2], [-0.1, 0.1, 0.0]]}



[4]
{"formula": "CH7N4S2", "method": "ωB97M-V/def2-TZVPD", "homo_energy_ev": -12.6, "gap_ha": 0.3277, "charge": 1, "de_lowest_kj_mol": 92.1, "smiles": "N/C([NH3+])=N/N(S)S", "e_lumo_ev": -3.64, "species": ["N", "C", "N", "N", "N", "S", "S", "H", "H", "H", "H", "H", "H", "H"], "xyz": [[0.64058, 1.33403, -1.37809], [-0.04883, 0.61751, -0.44717], [-0.33507, -0.69884, -1.06175], [-0.29774, 1.00250, 0.69770], [-0.84028, 0.43429, 1.73225], [-1.65035, 1.37462, 2.87811], [-1.14671, -1.29651, 1.80821], [0.14378, 1.58292, -2.24205], [1.35189, 2.01722, -1.11441], [-1.31904, -0.68395, -1.32219], [0.18685, -0.90644, -1.89290], [-0.12932, -1.35867, -0.35520], [-0.76584, 0.86214, 3.94721], [-0.14212, -1.57351, 2.67517]], "forces_ev_per_angstrom": [[1.0, 1.2, -1.6], [1.2, 0.7, -1.2], [-1.4, 0.4, -0.1], [0.0, 1.3, 0.1], [-0.9, -2.4, 0.5], [1.8, -0.6, 2.2], [0.3, 0.5, 0.1], [0.4, -0.1, 0.6], [-0.7, -0.3, 0.2], [-0.3, -0.7, 0.2], [0.8, 0.3, -0.5], [-0.3, -1.7, 1.1], [-1.6, 1.3, -1.4], [-0.1, 0.0, -0.2]]}